# 1
ORCA calculation (wB97M-V/def2-TZVPD) on a structure of composition C28H34CuF2NOPSb.

## Properties
2S+1 ... 2
Charge ... +1
⟨S²⟩ ... 0.76
LUMO energy (alpha / beta) ... -2.927 / -3.280 eV
HOMO (alpha / beta) ... -10.26 / -11.34 eV

Geometry as XYZ:
```
69
Properties=species:S:1:pos:R:3:nbo_charge:R:1
Cu -0.70112 0.54982 -0.11893 0.7453
C 1.38950 4.97848 -1.05810 -0.6085
C 0.69826 3.87633 -0.26311 -0.2222
C 0.26343 4.35808 1.11583 -0.6192
C 1.59569 2.63775 -0.20899 -0.0785
C 2.88176 2.76393 0.61590 -0.0961
O 2.81149 1.66421 1.54981 -0.4719
C 1.65472 1.02704 1.36006 0.5994
N 0.91286 1.50068 0.42416 -0.6755
C 1.42125 -0.10211 2.31307 -0.0497
C 2.40331 -0.20661 3.30382 -0.1658
C 2.32427 -1.13277 4.32952 -0.1874
C 1.23037 -1.97027 4.40588 -0.1619
C 0.25691 -1.89703 3.42319 -0.1987
C 0.33039 -1.00672 2.35211 -0.3389
P -1.01576 -1.20930 1.10692 0.7527
C -0.68671 -2.76874 0.23708 -0.2908
C -0.84298 -2.76413 -1.14716 -0.2349
C -0.63618 -3.91854 -1.88764 -0.1969
C -0.27344 -5.09070 -1.24468 -0.1735
C -0.12113 -5.10870 0.13654 -0.1992
C -0.32655 -3.95706 0.87545 -0.2034
C -2.49114 -1.48082 2.12309 -0.3961
C -3.44071 -2.42014 1.73393 -0.1915
C -4.61604 -2.55854 2.45875 -0.1963
C -4.84940 -1.75757 3.56517 -0.1833
C -3.90817 -0.81065 3.94916 -0.2168
C -2.73545 -0.66636 3.22839 -0.1409
H 0.74216 5.84867 -1.15921 0.2280
H 1.65718 4.64016 -2.06110 0.2097
H 2.30421 5.31098 -0.56170 0.2071
H -0.19789 3.56583 -0.81585 0.2054
H 1.10795 4.72093 1.70490 0.2059
H -0.23107 3.56799 1.68301 0.2121
H -0.43768 5.18671 1.02132 0.2293
H 1.83680 2.34676 -1.23542 0.2172
H 2.94583 3.68229 1.19721 0.2030
H 3.78877 2.63961 0.02951 0.2138
H 3.24430 0.46675 3.27908 0.2461
H 3.11085 -1.17841 5.06954 0.2337
H 1.12572 -2.67630 5.21833 0.2314
H -0.60623 -2.54416 3.50543 0.2276
H -1.13809 -1.84867 -1.65117 0.2160
H -0.75845 -3.90074 -2.96201 0.2271
H -0.10918 -5.99318 -1.81749 0.2298
H 0.15839 -6.02505 0.63817 0.2293
H -0.19959 -3.99079 1.94792 0.2203
H -3.26498 -3.05212 0.87240 0.2250
H -5.34727 -3.29614 2.15751 0.2278
H -5.76524 -1.86820 4.12956 0.2281
H -4.08828 -0.18526 4.81279 0.2265
H -2.00700 0.07517 3.53444 0.2103
C -0.85529 2.74523 -4.48466 -0.9748
Sb 0.12600 1.12373 -3.45733 0.9814
C 1.93436 1.25733 -4.58195 -0.9695
C -0.81442 -0.46379 -4.53033 -0.9819
H -0.64348 2.65920 -5.54918 0.2327
H -0.47917 3.69786 -4.11734 0.2292
H -1.92885 2.69238 -4.31698 0.2325
H 1.68587 1.09403 -5.62927 0.2351
H 2.66351 0.51909 -4.26269 0.2393
H 2.36117 2.25240 -4.46900 0.2330
H -0.37316 -0.54547 -5.52217 0.2378
H -1.87716 -0.25114 -4.63024 0.2360
H -0.67785 -1.41091 -4.01345 0.2240
F 2.77681 -0.00502 -1.75933 -0.3539
C 1.63126 -0.67345 -1.97312 0.4952
F 1.83845 -1.63652 -2.87776 -0.3390
H 1.23134 -1.07735 -1.04160 0.1327
```

---

# 2
ORCA calculation (wB97M-V/def2-TZVPD) on a structure of composition C28H34FeN9O11S.

## Properties
2S+1 ... 5
Charge ... -1
⟨S²⟩ ... 6.01
LUMO energy (alpha / beta) ... 1.244 / 1.251 eV
HOMO (alpha / beta) ... -4.48 / -5.05 eV

Geometry as XYZ:
```
84
Properties=species:S:1:pos:R:3:lowdin_charge:R:1
Fe 0.15850 0.43689 0.93415 0.7552
N -5.85295 4.45276 -1.02063 0.0713
C -5.50161 4.20286 0.25049 -0.8229
S -6.43579 4.71419 1.50480 0.6542
C -4.22547 3.41815 0.41773 -0.2279
C -3.68213 3.22119 1.67337 -0.0287
C -2.50786 2.49005 1.79742 -0.0929
N -1.87835 1.94286 0.76204 0.0598
C -2.38606 2.14702 -0.44925 -0.1181
C -3.54829 2.86996 -0.66558 -0.0035
H -6.64531 5.05899 -1.15400 0.0898
H -5.18814 4.37565 -1.76967 0.0881
H -4.16534 3.64357 2.54381 0.0820
H -2.04931 2.33003 2.76604 0.0952
H -1.82503 1.73346 -1.27747 0.0895
H -3.89662 2.97330 -1.68419 0.1021
C 1.14655 1.08859 5.33110 -0.1143
C 1.32603 0.55507 3.90395 -0.5330
C 2.73236 0.90446 3.41571 -0.1029
C 0.26711 1.06823 2.92186 -0.2644
H 1.89644 0.69113 6.02838 0.0627
H 0.15513 0.83285 5.71585 0.0645
H 1.23477 2.18158 5.32926 0.0698
H 1.23929 -0.53785 3.95409 0.1111
H 2.83192 1.99168 3.31256 0.0778
H 2.93167 0.46064 2.43756 0.0448
H 3.50439 0.55928 4.11348 0.0671
H 0.30737 2.17059 2.87824 0.0439
H -0.72772 0.78525 3.31675 0.0285
O 0.20978 3.01847 -1.97480 0.0011
C 1.10615 2.63651 -1.21150 -0.6074
O 0.98113 1.96631 -0.14955 -0.1079
C 2.54475 2.94584 -1.60141 -0.1072
C 3.60509 2.40577 -0.88480 0.0104
C 4.91303 2.68092 -1.25379 0.0097
C 5.13112 3.50319 -2.34264 -0.1542
C 4.09491 4.05754 -3.07376 -0.0027
C 2.79550 3.77012 -2.69285 -0.0063
N 6.52391 3.79958 -2.74667 -0.3570
O 7.42303 3.35490 -2.06129 0.0629
O 6.69679 4.47244 -3.74510 0.0566
H 3.38758 1.76351 -0.03877 0.1099
H 5.75432 2.27304 -0.71199 0.1170
H 4.31654 4.69471 -3.91693 0.1122
H 1.94941 4.17428 -3.23114 0.1136
O 0.91195 -7.54513 -0.17929 0.0565
N 1.42039 -6.52880 -0.62075 -0.3667
O 2.16372 -6.50119 -1.58622 0.0570
C 1.11188 -5.26967 0.04317 -0.1498
C 0.27501 -5.26702 1.15100 0.0597
C -0.06052 -4.09199 1.75086 -0.0585
C 0.42611 -2.78363 1.31143 -0.2897
O 0.08051 -1.71214 1.80668 -0.0191
C 1.38214 -2.91554 0.20769 -0.0486
C 1.67348 -4.09653 -0.41860 0.0716
N 2.10368 -1.74112 -0.29032 -0.3191
O 2.20338 -0.76688 0.43787 0.0324
O 2.58431 -1.79491 -1.41006 0.0546
N -0.96108 -4.21590 2.91493 -0.3423
O -0.93837 -5.27448 3.52465 0.0546
O -1.68733 -3.28704 3.18897 0.0861
H -0.11748 -6.19573 1.53737 0.1318
H 2.35628 -4.10910 -1.25528 0.1333
C -2.32192 -1.99318 -3.55997 -0.0607
N -1.11353 -1.90132 -2.75209 -0.1621
C 0.05561 -1.51596 -3.51905 -0.0585
C -1.22580 -1.43622 -1.44546 -0.4165
N -0.48824 -0.48911 -0.96709 0.1325
N -2.16092 -2.07428 -0.68547 -0.1381
C -2.48048 -3.48015 -0.86412 -0.0485
C -2.73310 -1.46343 0.50368 -0.0323
H -2.42431 -1.10479 -4.19474 0.0894
H -3.20221 -2.06140 -2.92918 0.0782
H -2.28690 -2.87184 -4.20797 0.0887
H 0.16016 -2.20215 -4.36013 0.0921
H 0.95391 -1.58697 -2.91038 0.0645
H -0.02797 -0.49674 -3.92065 0.0973
H 0.05602 -0.03726 -1.69475 0.0629
H -1.85014 -3.92225 -1.62980 0.0904
H -3.53058 -3.62571 -1.13863 0.0867
H -2.30666 -4.00714 0.07804 0.0806
H -2.31180 -0.47847 0.66458 0.0484
H -2.52038 -2.06571 1.38499 0.0675
H -3.81738 -1.36866 0.38324 0.0943
```

---

# 3
ORCA calculation (wB97M-V/def2-TZVPD) on a structure of composition C28H34IN5O8STl.

## Properties
Charge ... -1
LUMO energy ... 1.825 eV
HOMO ... -5.20 eV

Geometry as XYZ:
```
78
Properties=species:S:1:pos:R:3:lowdin_charge:R:1
Tl -1.37268 0.44898 0.14212 0.9727
C -5.89628 0.23004 0.69092 -0.0282
C -4.44835 0.52675 1.02563 -0.5004
O -3.61003 -0.27748 0.48335 -0.1490
C -4.19573 1.58673 1.88121 -0.0498
C -2.95316 2.00557 2.46555 -0.3421
C -2.99613 3.06798 3.53248 -0.0341
N -1.81050 1.49029 2.13859 -0.0608
N -0.70643 1.89011 2.86016 0.0736
C 0.38679 1.35020 2.40878 -0.4430
O 0.50639 0.54230 1.39332 -0.1548
C 1.63713 1.70278 3.15791 -0.1348
C 2.81904 1.00445 2.91301 -0.0214
C 3.99102 1.34111 3.58219 -0.0837
C 3.99182 2.38680 4.49698 -0.1049
C 2.81671 3.08614 4.74213 -0.0938
C 1.64611 2.74704 4.07730 -0.0352
H -5.99989 0.11304 -0.38979 0.0730
H -6.57162 1.01448 1.03639 0.0713
H -6.18528 -0.71808 1.15408 0.0804
H -5.06508 2.13453 2.21691 0.0859
H -4.02234 3.37531 3.73801 0.0688
H -2.41141 3.92975 3.20313 0.0800
H -2.52440 2.70334 4.44635 0.0776
H 2.80861 0.20469 2.18434 0.1072
H 4.90431 0.79582 3.37423 0.1006
H 4.90663 2.65959 5.01113 0.0949
H 2.81622 3.90820 5.44970 0.0955
H 0.72489 3.28878 4.26043 0.1050
C -2.99671 -1.89395 3.50542 -0.0903
O -1.83923 -1.72474 2.72330 -0.1886
C -1.32092 -2.92867 2.25474 -0.2212
C -0.07967 -2.59220 1.48544 -0.1532
O -0.34305 -1.98649 0.20899 -0.2058
C -0.75476 -2.91016 -0.80811 -0.1540
C -2.15011 -2.67801 -1.32201 -0.2037
O -2.17125 -1.41594 -1.96548 -0.2317
C -3.39372 -1.17954 -2.66225 -0.0758
H -2.78565 -2.51642 4.38034 0.0881
H -3.31738 -0.90839 3.82693 0.0892
H -3.80214 -2.35766 2.92440 0.0923
H -1.06954 -3.60468 3.08126 0.1343
H -2.05016 -3.44132 1.61083 0.1282
H 0.49886 -1.86222 2.04651 0.1281
H 0.51532 -3.49471 1.33774 0.1334
H -0.06082 -2.79292 -1.64226 0.1388
H -0.68194 -3.93344 -0.43443 0.1321
H -2.37822 -3.46729 -2.04360 0.1320
H -2.89564 -2.69873 -0.51813 0.1256
H -3.51543 -1.91211 -3.46577 0.0909
H -4.24158 -1.22626 -1.98382 0.0804
H -3.33287 -0.18322 -3.09755 0.0892
I -1.03211 3.84315 -0.59028 0.7422
C -2.24535 2.14595 -1.05077 -0.7406
H -2.28996 2.05312 -2.13114 -0.0544
H -3.22658 2.33410 -0.62687 -0.0456
O 6.74511 -3.27723 -4.81785 -0.4889
S 7.14547 -2.74495 -3.52696 0.7728
O 6.07385 -2.78173 -2.54614 -0.4974
O 7.14664 -0.75370 -3.99803 -0.2381
C 6.04116 -0.31694 -4.52568 -0.5273
N 6.00758 -0.05500 -5.86195 0.1386
C 4.84100 0.30384 -6.36986 -0.1537
C 3.67408 0.42537 -5.62476 -0.0354
C 3.81031 0.18561 -4.26692 -0.2441
N 4.96419 -0.16119 -3.71982 0.1858
C 2.65673 0.25722 -3.31818 -0.1223
C 1.44513 0.86290 -3.63420 0.0015
C 0.41916 0.84740 -2.70816 -0.1358
N 0.53259 0.28739 -1.50490 0.0116
C 1.70854 -0.27456 -1.18638 -0.0996
C 2.77757 -0.31736 -2.05833 0.0286
H 4.82536 0.49597 -7.44009 0.0972
H 2.73030 0.67248 -6.08865 0.0871
H 1.28646 1.34550 -4.58970 0.1057
H -0.54028 1.29569 -2.94441 0.0865
H 1.77087 -0.70610 -0.19908 0.0988
H 3.71242 -0.79707 -1.78988 0.1178
```

---

- Number 2 is which compound?
  C28H34FeN9O11S

---

- What is the charge in the third record?
  -1